This record from the Open Molecules 2025 dataset describes C31H38NOPSiV as an isolated structure. The level of theory is the ωB97M-V functional and the def2-TZVPD basis.

```
74
Properties=species:S:1:pos:R:3:forces:R:3
C 0.3554 2.5231 -4.4739 0.04 -0.04 0.20
C -0.9299 2.0643 -4.1802 0.02 -0.39 0.52
C -1.1056 1.0158 -3.2464 -0.13 0.13 -0.38
C 0.0297 0.4556 -2.6794 -0.25 -0.23 1.24
C 1.3050 0.9607 -2.8959 0.83 0.05 -0.06
C 1.4792 2.0190 -3.8018 -0.19 -0.49 0.28
C -2.4468 0.5027 -2.8168 -0.15 0.18 0.47
C -2.4960 -0.9910 -2.3705 -2.62 0.35 -2.88
N -2.7248 -1.8059 -3.5480 0.47 0.59 1.23
V -0.3396 -0.6088 -0.8387 2.39 4.68 1.76
C 2.4126 0.3126 -2.0979 0.06 -0.16 0.42
P 1.8002 -1.4060 -1.6590 1.65 1.72 -1.87
H -1.8051 2.5208 -4.6530 0.32 -0.22 0.14
H 2.4770 2.4357 -3.9778 -0.43 -0.20 0.04
H 0.4934 3.3003 -5.2261 -0.08 -0.16 0.24
H 2.5981 0.8519 -1.1471 -0.03 -0.08 -0.52
H 3.3579 0.2067 -2.6586 -0.33 0.09 0.28
H -2.8268 1.1075 -1.9722 0.18 0.00 -0.36
H -3.1721 0.6253 -3.6414 0.19 -0.27 0.51
H -1.6180 -1.4372 -1.8017 0.14 -0.42 0.12
C 3.1905 -2.1769 -0.8076 -0.37 -0.43 0.86
C 1.9351 -2.1313 -3.3266 -0.60 -0.45 -0.04
H -3.4042 -1.1094 -1.7501 0.75 -0.13 0.17
C -1.6643 -1.8713 -4.5211 0.15 0.00 -0.50
C -3.3495 -3.0770 -3.2975 -0.34 -0.61 0.20
H 0.0616 -2.0493 0.6906 -0.38 -0.11 -0.12
H -2.0325 -2.4581 -5.3763 0.24 0.31 0.23
H -1.3741 -0.8731 -4.8705 -0.11 -0.28 0.02
H -0.7575 -2.3794 -4.1384 -0.18 0.03 0.06
H -3.5698 -3.5479 -4.2657 -0.05 0.08 0.42
H -2.7053 -3.7650 -2.7168 -0.09 0.06 -0.14
H -4.2866 -2.9273 -2.7433 0.23 -0.13 -0.21
H 2.9854 -2.0676 -3.6506 -0.32 -0.08 0.25
H 1.6158 -3.1783 -3.2685 0.17 0.11 -0.29
H 1.3001 -1.5909 -4.0412 0.22 -0.19 0.27
H 4.1090 -2.0526 -1.4004 -0.41 0.07 0.06
H 3.3206 -1.7462 0.1931 0.03 -0.16 -0.21
H 2.9604 -3.2459 -0.7085 0.25 0.17 0.09
H -0.5142 -2.3959 0.2927 0.19 0.14 0.06
O 0.2737 0.8910 0.2767 -1.33 -3.84 -5.13
Si 0.1808 1.0448 1.8621 -0.06 1.05 4.22
C -1.5505 1.4752 2.4105 -0.03 0.29 -0.49
C -1.8042 1.6080 3.7839 -0.56 -0.16 0.13
C -3.1200 1.6275 4.2677 0.27 0.13 -0.38
C -4.1907 1.5397 3.3682 0.27 -0.08 -0.07
C -3.9436 1.4653 1.9916 0.00 0.11 0.01
C -2.6269 1.4808 1.5091 -0.29 -0.45 0.61
C 0.5461 -0.5766 2.7448 -0.30 0.06 -0.87
C 1.8533 -1.0779 2.7475 0.10 -0.75 0.20
C 2.1288 -2.3087 3.3567 0.00 0.11 -0.16
C 1.1062 -3.0281 3.9829 -0.10 0.10 -0.06
C -0.2002 -2.5288 3.9785 0.07 0.13 -0.20
C -0.4856 -1.3160 3.3372 0.12 -0.61 0.23
C 1.4699 2.2084 2.5552 -0.04 0.38 -0.98
C 2.8059 2.0641 2.1519 0.40 0.15 0.70
C 3.8341 2.6788 2.8816 -0.20 0.05 -0.29
C 3.5224 3.5223 3.9537 -0.32 -0.16 -0.06
C 2.1820 3.7724 4.2720 -0.03 -0.08 -0.35
C 1.1576 3.1491 3.5434 0.39 -0.03 0.40
H -0.9731 1.6620 4.4924 -0.31 -0.18 -0.20
H -3.2945 1.7029 5.3418 -0.03 0.00 -0.33
H -5.2147 1.5273 3.7474 0.32 0.01 -0.18
H -4.7821 1.3919 1.2938 0.26 0.14 0.25
H -2.4454 1.4656 0.4279 -0.04 0.00 0.21
H 2.6713 -0.5145 2.2860 -0.29 -0.15 0.27
H 3.1460 -2.7029 3.3372 -0.27 0.09 0.12
H 1.3235 -3.9815 4.4699 -0.05 0.34 -0.15
H -1.0050 -3.0847 4.4574 0.22 0.08 -0.08
H -1.5217 -0.9642 3.3048 0.43 -0.06 0.09
H 3.0565 1.4493 1.2806 0.00 0.08 0.33
H 4.8767 2.5052 2.6064 -0.32 0.13 0.06
H 4.3183 3.9999 4.5279 -0.24 -0.18 -0.18
H 1.9260 4.4555 5.0826 0.11 -0.14 -0.27
H 0.1148 3.3872 3.7615 0.37 -0.11 0.05
```
Forces are in eV/Å.

2S+1   2
Highest occupied orbital energy (spin up / spin down)   -0.4953 / -0.4962 hartree
Kohn-Sham gap (spin up / spin down)   4.180 / 5.131 eV
Net charge   +2
Expectation value of S²   1.009